{
  "formula": "C31H45BrN2P2V",
  "method": "wB97M-V/def2-TZVPD",
  "symbols": ["C", "C", "C", "C", "N", "C", "C", "C", "C", "C", "C", "C", "C", "C", "V", "P", "H", "H", "H", "H", "H", "H", "H", "H", "C", "C", "H", "H", "H", "H", "H", "C", "C", "H", "H", "H", "H", "H", "C", "C", "H", "H", "H", "H", "H", "Br", "P", "C", "C", "H", "H", "H", "H", "H", "C", "C", "H", "H", "H", "H", "H", "C", "C", "H", "H", "H", "H", "H", "N", "C", "C", "C", "C", "C", "C", "H", "H", "H", "H", "H", "H", "H"],
  "positions_angstrom": [[-0.4293, 5.5574, -4.0607], [-0.8866, 4.4139, -4.7699], [-1.1052, 4.5834, -6.1612], [-1.0952, 5.9093, -6.6719], [-0.8771, 6.9844, -5.9141], [-0.5084, 6.8125, -4.6455], [-1.0947, 3.2165, -4.0016], [-0.8617, 2.9291, -2.6977], [-1.3155, 2.5270, -1.3927], [-0.4436, 1.9861, -0.3905], [-0.9709, 1.3722, 0.7217], [-2.3704, 1.3186, 0.9785], [-3.2373, 1.8680, 0.0200], [-2.7205, 2.4678, -1.1375], [-1.8164, 1.4804, -3.4413], [1.9628, -1.0135, 0.7925], [-1.2798, 3.7566, -6.8570], [-0.0564, 5.4930, -3.0485], [-1.2834, 6.1205, -7.7377], [-0.2630, 7.7062, -4.0790], [-3.3676, 2.8442, -1.9395], [0.6350, 1.8990, -0.5896], [-4.3256, 1.7816, 0.1451], [-0.2768, 0.8545, 1.3754], [2.0450, -2.6486, 1.6377], [2.9791, -3.7389, 1.1171], [1.0040, -3.0107, 1.6432], [2.2962, -2.3974, 2.6794], [2.9286, -4.5907, 1.8084], [2.6864, -4.1084, 0.1238], [4.0272, -3.4133, 1.0860], [2.7972, -1.3519, -0.8205], [3.0029, -0.0666, -1.6306], [2.1492, -2.0536, -1.3719], [3.7531, -1.8710, -0.6389], [3.1978, -0.3199, -2.6813], [2.1203, 0.5873, -1.5979], [3.8602, 0.5027, -1.2495], [3.3177, -0.1062, 1.6737], [4.7323, -0.6703, 1.6113], [2.9876, -0.0441, 2.7244], [3.2994, 0.9207, 1.2747], [5.4184, 0.0832, 2.0144], [4.8417, -1.5702, 2.2241], [5.0658, -0.8951, 0.5935], [-2.9999, 0.2302, 2.3201], [-2.0180, -2.4652, -1.6144], [-0.2806, -3.0592, -1.4867], [-0.2063, -4.5772, -1.6692], [0.1456, -2.7516, -0.5189], [0.2564, -2.5390, -2.2872], [0.8378, -4.9141, -1.7120], [-0.6979, -5.1194, -0.8503], [-0.6875, -4.8831, -2.6062], [-2.4161, -2.3957, 0.2181], [-3.7594, -3.0317, 0.5676], [-2.4131, -1.3351, 0.4956], [-1.6032, -2.8877, 0.7756], [-3.9064, -3.0343, 1.6518], [-4.5860, -2.4791, 0.1129], [-3.8297, -4.0668, 0.2217], [-1.7760, -0.7363, -2.2255], [-2.4324, -0.7886, -3.6323], [-0.7014, -0.4709, -2.2417], [-2.3569, -0.1016, -1.5338], [-2.9996, 0.1106, -3.9378], [-1.7402, -1.1412, -4.4003], [-3.2239, -1.5588, -3.5645], [0.2777, 0.9912, 3.6894], [0.2490, 0.4367, 4.9289], [1.4507, 0.1411, 5.6251], [1.3848, -0.3563, 6.9269], [0.1456, -0.5361, 7.5583], [-1.0519, -0.2683, 6.8797], [-1.0029, 0.2185, 5.5679], [1.1479, 1.1238, 3.2127], [-0.6070, 1.2367, 3.2465], [2.4097, 0.3509, 5.1306], [2.3222, -0.5692, 7.4672], [0.0980, -0.9166, 8.5895], [-2.0298, -0.4014, 7.3629], [-1.9217, 0.4395, 5.0134]],
  "forces_ev_per_angstrom": [[-0.6, 0.0, -0.3], [0.9, 1.5, -0.8], [-0.2, 0.6, 0.3], [0.1, -0.6, 0.3], [0.1, -0.1, -0.3], [0.1, -0.5, -0.3], [0.9, -0.6, 2.1], [-1.2, 1.0, -1.3], [0.4, 0.2, 0.6], [-0.3, -0.3, -0.7], [-0.4, 0.1, 0.2], [0.7, 0.8, -2.5], [-0.1, -0.4, 0.6], [0.6, -0.1, -0.8], [0.5, -0.2, 0.2], [0.4, 0.0, -0.2], [-0.1, 0.2, 0.5], [-0.2, -0.2, 0.1], [0.1, -0.3, 0.6], [0.0, -0.1, -0.1], [-0.1, 0.2, 0.7], [-0.6, 0.3, 0.2], [0.6, 0.1, 0.0], [-0.2, -0.1, -0.3], [-0.4, 0.0, 0.1], [0.1, -0.3, 0.2], [0.3, -0.1, 0.1], [-0.1, -0.2, -0.1], [0.1, 0.1, -0.2], [0.1, 0.2, 0.3], [-0.3, -0.1, -0.1], [-0.2, -0.2, -0.1], [0.2, -0.2, -0.1], [0.3, 0.3, 0.2], [-0.4, 0.2, -0.2], [0.0, 0.2, 0.2], [0.1, -0.1, 0.0], [-0.2, -0.1, -0.1], [-0.2, 0.2, -0.2], [0.3, 0.2, 0.3], [0.1, 0.1, -0.1], [0.1, -0.2, 0.1], [0.0, -0.2, -0.1], [0.0, 0.1, -0.2], [-0.1, 0.1, 0.2], [-0.5, 0.0, 1.2], [0.0, -1.5, 0.9], [0.0, 0.0, -0.1], [0.2, -0.2, -0.1], [-0.1, 0.0, -0.4], [0.2, -0.2, 0.1], [-0.2, 0.1, 0.1], [0.1, 0.2, -0.2], [0.1, 0.1, 0.2], [0.1, 0.4, -0.4], [-0.1, 0.1, 0.0], [0.1, -0.4, 0.0], [-0.2, 0.2, -0.2], [0.0, 0.0, -0.1], [0.0, -0.1, 0.0], [0.1, 0.1, 0.0], [-0.2, 0.3, 0.1], [-0.6, -0.9, 0.4], [-0.4, 0.1, 0.2], [0.4, -0.1, -0.2], [-0.6, -0.5, -0.6], [-0.1, 0.3, -0.2], [0.2, 0.5, -0.3], [-0.7, -0.8, 1.9], [0.0, 0.7, -1.0], [0.6, -0.4, 0.9], [1.0, 0.5, -1.0], [-0.2, -0.4, 0.5], [-0.5, 0.7, -1.3], [-0.8, -0.5, 1.1], [0.3, 0.2, -0.3], [0.4, -0.1, 0.1], [-0.4, -0.2, 0.3], [-0.6, 0.1, -0.3], [0.1, 0.2, -0.6], [0.6, 0.0, -0.2], [0.4, -0.1, 0.3]],
  "e_tot_ha": -5517.709514,
  "relative_energy_ev": 4.009,
  "charge": 2,
  "gap_ev": [7.42, 4.56],
  "e_lumo_ev": [-5.86, -8.63],
  "s2": 3.877,
  "multiplicity": 4
}

{
  "formula": "C31H45Cl6PRu",
  "method": "wB97M-V/def2-TZVPD",
  "symbols": ["Ru", "Cl", "P", "C", "H", "H", "C", "C", "C", "H", "C", "H", "H", "C", "H", "H", "C", "H", "H", "C", "H", "H", "H", "H", "C", "C", "H", "C", "H", "H", "C", "H", "H", "C", "H", "H", "C", "H", "H", "H", "H", "C", "H", "C", "H", "H", "C", "H", "H", "C", "H", "H", "C", "H", "H", "H", "H", "C", "C", "H", "C", "H", "C", "H", "H", "C", "H", "H", "C", "H", "H", "H", "H", "Cl", "C", "C", "C", "Cl", "C", "Cl", "C", "Cl", "C", "Cl"],
  "positions_angstrom": [[1.2744, -0.0718, 1.9360], [2.8546, -0.4411, 3.6431], [0.2163, 0.2271, -0.3375], [-3.1857, -1.8961, 0.5789], [-4.2507, -1.8279, 0.1816], [-2.5151, -1.1651, 0.0881], [1.9706, 0.3493, -0.9128], [-0.6470, 1.8985, -0.4491], [2.4064, 0.3924, -2.3913], [2.3275, 1.2861, -0.4515], [3.9228, 0.6942, -2.4483], [2.2020, -0.5768, -2.8781], [1.8595, 1.1607, -2.9553], [4.7744, -0.2382, -1.5704], [4.2587, 0.6204, -3.4939], [4.0737, 1.7418, -2.1380], [4.2306, -0.4091, -0.1772], [4.8331, -1.2222, -2.0434], [5.7839, 0.1520, -1.4940], [2.7421, -0.7999, -0.2651], [4.7411, -1.1976, 0.4019], [4.2783, 0.5261, 0.4140], [2.5462, -1.7417, -0.8160], [2.4692, -1.0593, 0.7958], [-0.5139, -0.8879, -1.6745], [-2.1631, 1.8706, -0.7555], [-0.5285, 2.2880, 0.5766], [-2.7572, 3.2949, -0.8494], [-2.3679, 1.3334, -1.6972], [-2.6951, 1.3186, 0.0324], [-1.9553, 4.2701, -1.7264], [-3.7829, 3.2381, -1.2353], [-2.8422, 3.7154, 0.1639], [-0.4484, 4.2368, -1.4485], [-2.1325, 4.0373, -2.7880], [-2.3249, 5.2922, -1.5689], [0.1170, 2.8072, -1.4077], [0.0831, 4.8030, -2.2257], [-0.2291, 4.7342, -0.4897], [0.0896, 2.3867, -2.4257], [1.1699, 2.8765, -1.1085], [0.1182, -2.2804, -1.8526], [-1.5278, -1.0572, -1.2872], [-0.7511, -3.1647, -2.7770], [1.1086, -2.1602, -2.3097], [0.2674, -2.8038, -0.8964], [-1.0377, -2.5262, -4.1410], [-0.2476, -4.1272, -2.9304], [-1.7055, -3.3843, -2.2735], [-1.5442, -1.0860, -3.9914], [-0.1378, -2.5500, -4.7742], [-1.7907, -3.1207, -4.6739], [-0.6526, -0.2456, -3.0660], [-1.5903, -0.6053, -4.9769], [-2.5708, -1.0955, -3.5951], [0.3442, -0.2076, -3.5145], [-1.0343, 0.7830, -3.0144], [0.2741, -1.6224, 1.7406], [-2.7679, -2.8932, 1.3334], [-0.3121, -1.9634, 0.8378], [-3.0066, -3.2263, 2.7917], [-1.8775, -3.5211, 1.0533], [-1.9213, -3.1077, 3.8821], [-3.8800, -2.6762, 3.1024], [-3.2845, -4.2825, 2.7681], [-0.4960, -3.5877, 3.5958], [-1.8403, -2.0857, 4.2509], [-2.2523, -3.7335, 4.7315], [0.4826, -2.7452, 2.6548], [0.0527, -3.6649, 4.5492], [-0.4780, -4.6383, 3.2867], [1.2354, -2.3715, 3.3461], [0.9490, -3.4754, 1.9832], [-1.7228, 0.2344, 3.3994], [-0.5841, 1.4711, 3.6452], [0.5060, 1.5872, 2.7880], [1.2601, 2.7524, 2.6746], [2.5011, 2.8595, 1.4636], [0.9914, 3.8379, 3.5175], [1.7401, 5.3462, 3.2453], [0.0416, 3.6355, 4.5479], [-0.1668, 4.8499, 5.7291], [-0.7361, 2.4431, 4.6428], [-1.8409, 2.1927, 5.9237]],
  "forces_ev_per_angstrom": [[-1.0, 0.0, -0.8], [-0.1, 0.2, -0.4], [0.7, 0.7, -0.3], [-3.1, 4.8, -4.1], [1.3, -0.3, 0.1], [-0.5, 0.0, 1.1], [0.1, 0.6, -0.3], [0.2, -0.2, -0.2], [0.2, 0.1, 0.0], [-0.1, -0.4, -0.2], [-0.2, 0.1, -0.1], [0.2, 0.3, 0.2], [0.2, -0.2, 0.2], [0.1, 0.2, -0.3], [0.0, 0.1, 0.3], [0.0, -0.3, 0.0], [-0.9, -0.5, 0.4], [0.0, 0.0, 0.0], [0.3, 0.0, -0.3], [0.8, -0.3, 0.6], [0.1, 0.4, -0.3], [0.1, -0.4, -0.2], [0.4, 0.4, 0.2], [0.3, -0.2, -1.0], [-0.8, -0.2, 0.7], [0.0, -0.1, -0.2], [0.0, -0.1, -0.3], [0.1, 0.1, 0.2], [0.1, 0.2, 0.3], [0.1, 0.1, -0.1], [0.1, -0.1, -0.1], [0.2, -0.1, 0.1], [0.1, -0.1, -0.1], [0.0, -0.1, 0.1], [0.1, 0.0, 0.2], [0.0, -0.2, -0.1], [0.0, 0.6, -0.4], [-0.1, 0.0, 0.2], [-0.1, -0.1, -0.2], [0.0, 0.1, 0.3], [-0.2, -0.1, -0.1], [0.0, -0.2, -0.1], [0.1, -0.1, -0.3], [0.0, 0.0, 0.1], [-0.2, -0.1, 0.1], [0.0, 0.2, -0.2], [-0.1, 0.1, 0.1], [-0.1, 0.1, 0.1], [0.2, 0.1, 0.0], [-0.1, 0.0, 0.1], [-0.1, 0.1, 0.2], [0.1, 0.1, 0.1], [0.2, 0.1, -0.2], [0.0, 0.0, 0.2], [0.2, 0.0, 0.0], [-0.2, 0.1, 0.0], [0.1, -0.4, -0.1], [-1.5, -1.2, -1.3], [3.8, -5.4, 4.0], [0.3, 0.8, 1.1], [0.0, 0.3, -0.2], [-1.1, 0.2, -0.7], [0.5, -0.1, 0.3], [-0.4, 0.2, 0.4], [-0.2, -0.1, 0.0], [0.3, 0.1, -0.5], [-0.2, -0.1, 0.0], [-0.1, 0.4, -0.3], [0.5, -0.8, 1.8], [-0.4, 0.4, -0.2], [-0.3, 0.1, -0.4], [0.3, -0.5, 0.0], [0.3, -0.2, 0.1], [-0.5, -0.3, 0.3], [1.0, 1.7, 0.3], [-0.1, -0.3, -0.6], [-0.9, 0.1, 1.0], [0.0, 0.0, 0.3], [-0.7, -1.0, 0.1], [0.1, 0.3, 0.2], [0.0, -0.7, -0.3], [-0.1, 0.3, 0.2], [0.7, 0.6, -0.8], [-0.2, 0.2, 0.1]],
  "e_tot_ha": -4405.358202,
  "relative_energy_ev": 2.791,
  "gap_ev": [6.66, 7.15],
  "e_lumo_ev": [0.13, -1.03],
  "s2": 6.030,
  "multiplicity": 5
}